# 1
{"formula": "C42H39Cl2CoN6O5SSi", "method": "wB97M-V/def2-TZVPD", "max_force_ev_per_a": 4.1, "de_lowest_kj_mol": 407.64, "total_charge": -2, "spin_multiplicity": 5, "total_energy_ha": -5319.5204, "lumo_ev": [4.1, 4.1], "homo_energy_ev": [0.345, -1.997], "gap_ev": [3.8, 6.1], "species": ["Co", "Cl", "Cl", "S", "Si", "O", "O", "O", "O", "O", "N", "N", "N", "N", "N", "N", "C", "C", "C", "C", "C", "C", "C", "C", "C", "C", "C", "C", "C", "C", "C", "C", "C", "C", "C", "C", "C", "C", "C", "C", "C", "C", "C", "C", "C", "C", "C", "C", "C", "C", "C", "C", "C", "C", "C", "C", "C", "C", "H", "H", "H", "H", "H", "H", "H", "H", "H", "H", "H", "H", "H", "H", "H", "H", "H", "H", "H", "H", "H", "H", "H", "H", "H", "H", "H", "H", "H", "H", "H", "H", "H", "H", "H", "H", "H", "H", "H"], "positions_angstrom": [[-0.640, 0.162, 0.918], [5.885, -1.539, 3.540], [3.631, -3.828, -0.818], [-2.699, 1.048, 1.722], [-0.734, 3.109, -1.256], [1.165, 1.074, 0.940], [0.431, -1.370, 4.938], [2.545, -0.102, 2.257], [-0.338, -1.012, 2.524], [-1.144, 0.588, -1.368], [-1.712, 3.527, 1.798], [-1.883, 1.781, -1.255], [-3.264, 2.905, 3.490], [-0.102, -1.542, -0.031], [0.484, -2.423, 0.888], [4.557, -1.439, 0.917], [-3.932, 4.344, 5.296], [-3.235, 1.578, -0.980], [0.244, 3.058, -2.849], [2.187, -4.927, 3.787], [-0.108, -2.025, -1.265], [-0.643, -1.478, -2.431], [4.617, -0.890, -0.350], [5.361, -0.946, -2.653], [-5.086, 0.091, -0.561], [4.712, -3.869, 0.533], [5.352, -1.484, -1.376], [4.033, 0.871, -1.866], [1.572, -4.130, 2.834], [6.135, -4.128, 2.889], [-3.739, 0.287, -0.808], [-2.297, 5.073, 3.514], [-1.614, 4.715, 2.362], [5.960, -5.233, 2.069], [-1.857, 0.182, -3.747], [2.220, -4.505, 5.110], [0.338, -2.066, 2.120], [-1.592, 4.779, -1.186], [-1.201, -1.884, -4.803], [4.660, 0.218, -2.920], [5.232, -5.101, 0.901], [-1.249, -0.203, -2.571], [-5.967, 1.161, -0.477], [-5.471, 2.442, -0.659], [4.960, -2.711, 1.276], [1.634, -3.305, 5.471], [0.999, -2.507, 4.518], [-4.128, 2.654, -0.924], [4.029, 0.367, -0.575], [-0.626, -2.279, -3.625], [3.517, 1.213, 0.562], [-2.524, 2.625, 2.394], [0.971, -2.920, 3.166], [-3.137, 4.098, 4.042], [5.639, -2.901, 2.493], [-1.852, -0.640, -4.884], [0.479, 3.037, 0.154], [2.298, 0.659, 1.314], [-0.960, 5.424, 1.862], [4.313, 1.313, 1.305], [-0.812, 5.545, -1.171], [5.922, -1.444, -3.435], [-4.903, 3.858, 5.218], [6.359, -6.196, 2.358], [1.540, -4.426, 1.793], [0.320, -3.020, -1.364], [-3.409, 3.904, 6.148], [-4.063, 5.410, 5.483], [-1.161, -2.540, -5.666], [-0.360, 3.249, -3.732], [3.962, -0.950, 1.603], [2.701, -5.117, 5.866], [5.922, -2.382, -1.170], [1.170, 2.202, 0.021], [-7.018, 1.000, -0.274], [4.633, 0.636, -3.918], [6.660, -4.204, 3.830], [-0.149, -3.248, -3.558], [3.547, 1.823, -2.041], [-2.184, 6.046, 3.973], [-2.234, 4.972, -2.045], [1.033, 3.817, -2.803], [1.663, -2.954, 6.495], [-0.042, 2.859, 1.104], [-3.773, 3.657, -1.080], [2.654, -5.859, 3.496], [3.269, 2.202, 0.178], [-6.135, 3.297, -0.595], [0.721, 2.086, -2.976], [-2.353, 1.130, -3.802], [-2.182, 4.890, -0.276], [-3.075, -0.563, -0.839], [5.017, -5.960, 0.280], [0.051, -0.940, 4.114], [1.042, 3.966, 0.223], [-2.337, -0.312, -5.794], [-5.444, -0.920, -0.415]], "forces_ev_per_a": [[0.125, -0.592, 0.731], [0.010, 0.005, -0.040], [-0.099, -0.134, 0.061], [0.279, 0.178, 1.187], [0.740, 0.923, 0.718], [0.949, -3.719, 1.375], [-0.127, 0.302, -0.227], [0.030, -0.179, 0.151], [0.151, -0.178, 0.004], [0.080, -0.389, -0.493], [-1.054, 0.129, 0.517], [-0.668, -0.079, -0.931], [-0.086, 0.051, 0.149], [0.023, -0.050, 0.629], [0.057, -0.086, -0.388], [-0.231, 0.062, 0.192], [0.022, 0.012, -0.041], [-0.120, 0.194, -0.722], [0.018, -0.129, -0.065], [0.085, -0.020, -0.052], [0.129, -0.437, 0.087], [0.123, -0.250, -0.183], [0.287, 0.025, -0.016], [0.005, 0.057, 0.050], [0.113, 0.029, -0.129], [-0.161, -0.222, -0.060], [0.142, -0.001, -0.119], [0.006, 0.064, -0.115], [0.008, -0.017, 0.002], [-0.034, 0.011, -0.018], [-0.394, -0.190, -0.414], [0.138, 0.053, -0.063], [-0.073, 0.032, 0.158], [-0.035, 0.023, -0.003], [0.208, 0.146, 0.558], [-0.021, -0.010, 0.017], [-0.185, 0.084, 0.125], [-0.369, 0.000, -0.127], [-0.086, 0.218, 0.095], [0.042, 0.010, 0.054], [0.010, -0.049, 0.026], [-0.213, 0.632, 0.164], [-0.029, 0.012, 0.042], [0.085, -0.042, 0.039], [0.161, 0.050, 0.133], [0.036, -0.040, -0.010], [0.025, -0.185, -0.193], [0.091, -0.153, -0.135], [-0.098, 0.028, -0.076], [0.008, 0.068, 0.038], [-0.131, 0.126, -0.131], [0.072, -0.224, -0.015], [-0.019, 0.183, 0.129], [-0.094, -0.038, 0.001], [0.074, -0.012, -0.009], [0.104, -0.149, 0.063], [-0.695, 1.652, -1.329], [0.394, -0.514, 0.618], [0.083, 0.046, -0.036], [-0.002, 0.041, 0.005], [0.086, -0.040, -0.039], [-0.017, -0.023, -0.017], [-0.007, -0.006, -0.002], [-0.015, -0.007, 0.014], [0.021, 0.003, -0.023], [0.045, -0.039, -0.002], [-0.011, -0.005, 0.014], [-0.006, 0.006, 0.017], [-0.007, -0.001, -0.005], [-0.120, 0.030, -0.154], [-0.030, 0.042, 0.035], [0.031, 0.008, 0.008], [-0.060, 0.047, -0.041], [-0.240, 1.517, -0.964], [-0.022, -0.015, 0.023], [-0.011, 0.007, -0.009], [-0.006, 0.001, 0.010], [0.053, -0.061, 0.009], [-0.056, 0.039, -0.005], [-0.012, 0.011, -0.018], [-0.081, 0.087, -0.128], [-0.035, -0.021, 0.044], [-0.042, 0.024, 0.010], [0.630, 0.254, -0.783], [0.063, 0.122, 0.019], [0.007, -0.043, -0.018], [0.054, 0.033, -0.039], [-0.008, 0.014, -0.016], [0.046, -0.072, -0.008], [-0.146, 0.450, 0.119], [0.052, -0.022, -0.070], [0.014, -0.026, -0.001], [-0.007, -0.003, -0.016], [0.032, -0.119, 0.118], [-0.067, 0.485, -0.106], [0.002, 0.013, 0.031], [-0.015, -0.047, 0.017]], "mulliken_spin": [2.816, 0.000, 0.002, 0.042, 0.005, 0.024, 0.003, 0.001, 0.077, -0.039, 0.001, -0.008, 0.001, 0.254, -0.062, 0.000, 0.000, -0.011, -0.003, -0.011, 0.279, 0.039, 0.001, 0.001, 0.009, -0.002, -0.002, 0.003, 0.021, 0.001, 0.006, 0.000, 0.001, 0.000, -0.151, 0.020, 0.051, 0.001, -0.122, -0.001, 0.000, 0.171, 0.000, 0.001, 0.001, -0.012, 0.020, -0.004, -0.001, 0.127, 0.004, 0.006, 0.017, 0.000, 0.000, 0.329, 0.022, 0.001, 0.000, -0.001, 0.000, 0.000, 0.000, 0.000, 0.002, 0.052, 0.000, 0.000, -0.008, 0.004, -0.002, 0.003, 0.000, -0.018, 0.000, 0.000, 0.000, 0.016, 0.000, 0.000, 0.000, -0.001, -0.001, 0.005, 0.000, -0.001, 0.000, 0.000, -0.003, -0.014, 0.000, 0.004, 0.000, 0.000, 0.000, 0.032, 0.000]}

=====

# 2
{"formula": "C42H39IN5O4PdS2", "method": "wB97M-V/def2-TZVPD", "max_force_ev_per_a": 3.2, "de_lowest_kj_mol": 341.64, "total_charge": 1, "spin_multiplicity": 5, "total_energy_ha": -3420.1024, "lumo_ev": [-3.7, -5.9], "homo_energy_ev": [-10.634, -10.425], "gap_ev": [6.9, 4.5], "species": ["I", "Pd", "S", "S", "O", "O", "O", "O", "N", "N", "N", "N", "N", "C", "C", "C", "C", "C", "C", "C", "C", "C", "C", "C", "C", "C", "C", "C", "C", "C", "C", "C", "C", "C", "C", "C", "C", "C", "C", "C", "C", "C", "C", "C", "C", "C", "C", "C", "C", "C", "C", "C", "C", "C", "C", "H", "H", "H", "H", "H", "H", "H", "H", "H", "H", "H", "H", "H", "H", "H", "H", "H", "H", "H", "H", "H", "H", "H", "H", "H", "H", "H", "H", "H", "H", "H", "H", "H", "H", "H", "H", "H", "H", "H"], "positions_angstrom": [[0.818, 3.692, -5.760], [1.819, -0.285, -0.745], [3.577, -0.428, 1.099], [3.171, -2.622, 3.131], [-2.531, 0.224, 2.361], [-3.142, 0.196, 0.195], [0.471, -1.058, 0.950], [0.225, 1.118, -0.834], [2.565, -2.410, -0.604], [0.787, -0.276, -4.345], [1.281, 0.291, -3.246], [2.618, -2.872, 0.616], [3.521, -0.847, -2.415], [0.769, 0.306, 2.909], [-2.643, 4.422, 0.580], [-2.589, 1.547, -2.915], [2.175, 2.266, 2.945], [-1.750, 0.727, -2.174], [3.032, -2.020, 1.517], [4.451, -0.378, -4.556], [4.141, -1.311, 3.920], [0.542, 0.623, -5.313], [1.736, 1.068, 4.968], [3.387, -2.148, -2.760], [0.959, 0.152, 4.273], [3.024, -3.005, -1.650], [-2.124, -1.044, -3.761], [-2.406, 3.069, 0.392], [-1.026, 4.957, -1.098], [-0.783, 3.608, -1.282], [1.386, 1.580, -3.508], [-1.353, 0.388, 1.660], [-0.476, -4.207, 3.260], [-0.120, -0.637, 2.067], [-1.956, 5.369, -0.157], [3.769, -2.608, -4.023], [1.388, 1.364, 2.250], [-0.609, -1.828, 2.881], [-3.715, -1.751, 1.541], [0.922, 1.845, -4.803], [2.333, 2.130, 4.315], [-3.187, 1.074, -4.072], [-1.475, 2.651, -0.545], [-0.166, -3.094, 2.506], [-1.247, -4.074, 4.402], [4.056, -0.002, -3.281], [-2.975, -0.228, -4.489], [-1.740, 0.170, 0.188], [-1.501, -0.566, -2.622], [-4.874, 0.459, 1.840], [-1.405, -1.703, 4.017], [4.290, -1.705, -4.934], [-3.558, -0.229, 1.477], [-1.129, 1.180, -0.837], [-1.716, -2.823, 4.768], [0.137, 0.356, -6.268], [-0.970, 1.396, 1.848], [2.920, 2.846, 4.868], [-3.376, 4.727, 1.312], [-2.983, 2.363, 0.961], [-5.366, -0.081, 2.642], [-1.380, -0.826, -0.109], [-2.807, -2.250, 1.211], [-0.068, 3.283, -2.020], [-0.812, -1.204, -2.071], [1.788, 2.267, -2.790], [4.197, 1.013, -2.930], [-5.511, 0.474, 0.961], [-3.930, -2.047, 2.563], [-2.325, -2.716, 5.653], [4.598, -2.030, -5.914], [-1.966, -2.068, -4.072], [-2.792, 2.553, -2.587], [1.244, 1.496, 1.175], [-0.100, -5.173, 2.962], [0.525, -0.681, 4.801], [3.659, -3.652, -4.272], [-4.690, 1.478, 2.163], [-0.491, 5.685, -1.688], [4.883, 0.344, -5.228], [-3.841, 1.724, -4.633], [5.087, -1.195, 3.400], [-2.149, 6.420, -0.001], [-4.535, -2.039, 0.890], [0.445, -3.188, 1.622], [3.584, -0.380, 3.904], [-3.474, -0.607, -5.369], [-1.483, -4.938, 5.003], [0.578, -1.262, -4.361], [3.356, -4.038, -1.621], [-1.794, -0.741, 4.307], [4.310, -1.636, 4.941], [2.649, 3.077, 2.416], [1.869, 0.933, 6.031]], "forces_ev_per_a": [[0.012, -0.419, 0.247], [0.519, -0.857, 0.282], [-0.657, 0.248, -0.471], [0.073, 0.010, 0.154], [-0.838, 0.081, 0.223], [0.089, 0.341, -0.540], [1.410, -0.854, -1.915], [0.662, -0.789, 0.841], [-0.025, 1.640, -1.866], [0.291, 0.132, -0.174], [-0.177, -0.354, 0.345], [0.154, -1.518, 1.249], [0.286, -0.310, -0.110], [0.085, -1.028, 0.095], [-0.013, 0.014, 0.074], [0.037, -0.021, 0.072], [0.056, 0.111, 0.115], [0.280, -0.143, -0.218], [0.171, -0.086, 0.003], [-0.049, -0.363, -0.021], [-0.150, -0.157, -0.365], [0.108, 0.305, 0.078], [-0.114, -0.059, 0.142], [0.375, 0.988, -0.864], [0.228, 0.202, -0.102], [-0.234, -0.281, 1.465], [-0.040, -0.146, 0.135], [-0.134, 0.105, -0.080], [0.119, -0.011, -0.040], [-0.113, 0.049, 0.138], [-0.238, -0.068, -0.409], [1.301, -0.647, -0.246], [-0.087, -0.101, 0.133], [-1.766, 2.432, 1.210], [-0.065, 0.073, 0.043], [-0.281, -0.054, 0.495], [0.287, 0.112, -0.393], [0.203, -0.313, -0.230], [0.236, 0.478, -0.241], [-0.045, 0.437, -0.488], [0.142, 0.138, -0.046], [-0.084, -0.039, -0.051], [0.043, -0.344, 0.139], [-0.024, 0.285, -0.044], [-0.005, -0.070, -0.026], [0.173, -0.041, -0.013], [-0.035, 0.058, -0.071], [0.436, -0.862, 0.790], [-0.161, -0.032, 0.089], [0.502, -0.072, -0.211], [-0.008, -0.003, -0.168], [0.030, 0.356, 0.138], [-0.656, -0.219, 0.584], [-1.647, 1.337, -0.536], [-0.041, -0.043, 0.075], [-0.123, -0.085, -0.155], [-0.194, -0.057, -0.133], [0.114, 0.087, 0.069], [-0.055, 0.073, 0.059], [0.003, -0.102, 0.060], [-0.088, -0.031, 0.080], [-0.054, 0.362, -0.053], [0.099, -0.102, 0.001], [0.095, 0.006, -0.166], [-0.156, 0.015, -0.018], [0.027, 0.100, 0.187], [-0.078, 0.018, -0.079], [-0.139, -0.066, -0.042], [-0.006, -0.064, 0.057], [-0.083, 0.016, 0.100], [-0.001, -0.075, -0.131], [0.040, -0.107, -0.046], [-0.044, 0.072, 0.023], [-0.066, 0.063, 0.395], [0.009, -0.161, -0.027], [-0.016, -0.027, 0.023], [0.023, -0.101, -0.010], [0.026, 0.123, 0.003], [0.057, 0.074, -0.059], [0.076, 0.105, -0.064], [-0.065, 0.052, -0.055], [0.113, -0.012, 0.096], [-0.003, 0.068, -0.019], [-0.117, -0.087, -0.044], [-0.027, -0.064, -0.032], [-0.034, 0.127, 0.119], [-0.017, -0.027, -0.063], [-0.044, -0.104, 0.074], [-0.012, 0.137, 0.061], [-0.006, -0.083, 0.093], [0.050, 0.049, 0.080], [-0.027, -0.041, 0.082], [0.050, 0.155, -0.028], [0.051, 0.066, 0.147]], "mulliken_spin": [0.001, 1.276, 0.867, -0.023, 0.006, 0.016, 0.376, 0.700, 0.107, -0.008, 0.028, 0.265, 0.049, 0.075, 0.001, 0.000, 0.031, 0.034, -0.091, 0.016, 0.032, 0.001, 0.040, 0.018, -0.011, 0.044, 0.003, -0.001, -0.009, 0.009, 0.001, 0.003, -0.001, -0.086, 0.009, 0.023, -0.015, 0.084, 0.002, 0.000, -0.010, 0.004, 0.006, 0.005, -0.002, -0.006, -0.003, 0.085, -0.028, 0.000, -0.001, -0.007, -0.003, 0.093, 0.002, -0.001, 0.026, 0.000, 0.000, 0.003, 0.000, -0.003, 0.001, -0.004, -0.003, 0.009, 0.001, 0.000, 0.000, 0.000, 0.000, 0.000, 0.000, -0.025, 0.000, -0.002, 0.001, 0.000, 0.000, 0.001, 0.001, -0.003, 0.000, 0.000, -0.001, -0.016, 0.000, 0.000, -0.001, 0.006, 0.001, 0.001, 0.001, 0.000]}